{"formula": "C14H29F3N3O3PS", "method": "ωB97M-V/def2-TZVPD", "elements": ["C", "C", "P", "C", "C", "N", "C", "N", "N", "C", "C", "C", "O", "C", "C", "S", "H", "H", "H", "H", "H", "H", "H", "H", "H", "H", "H", "H", "H", "H", "H", "H", "H", "H", "H", "H", "H", "H", "H", "C", "C", "O", "C", "O", "C", "F", "F", "F", "H", "H", "H", "H", "H", "H"], "positions_angstrom": [[-2.19, -3.28, 4.20], [-2.90, -2.33, 3.24], [-1.65, -1.59, 2.08], [-1.95, 0.20, 2.15], [-0.84, 0.95, 1.43], [-2.19, -2.06, 0.46], [-1.14, -2.46, -0.36], [-0.58, -3.68, -0.32], [-0.81, -1.48, -1.21], [0.18, -1.70, -2.28], [1.58, -2.07, -1.75], [2.69, -1.29, -2.45], [3.10, -0.12, -1.79], [-2.08, -0.80, -1.57], [-3.01, -1.20, -0.41], [-4.34, -2.24, -1.16], [-2.81, -3.44, 5.08], [-1.24, -2.86, 4.52], [-1.99, -4.24, 3.74], [-3.37, -1.51, 3.76], [-3.63, -2.85, 2.62], [-2.93, 0.50, 1.76], [-1.97, 0.45, 3.21], [-0.89, 0.75, 0.36], [-0.99, 2.02, 1.54], [0.15, 0.73, 1.81], [-0.07, -3.99, 0.48], [-0.74, -4.34, -1.06], [0.27, -0.77, -2.84], [-0.20, -2.45, -2.97], [1.75, -3.12, -1.96], [1.61, -1.92, -0.67], [2.33, -1.02, -3.45], [3.55, -1.93, -2.60], [2.45, 0.17, -1.15], [-1.89, 0.26, -1.71], [-2.44, -1.21, -2.51], [-3.49, -0.38, 0.10], [-4.57, -3.02, -0.10], [2.45, 3.40, -2.25], [3.44, 4.36, -1.59], [2.91, 5.17, -0.57], [2.79, 4.58, 0.78], [3.81, 3.91, 1.19], [1.49, 3.73, 0.88], [0.43, 4.22, 0.17], [1.06, 3.67, 2.16], [1.62, 2.44, 0.49], [1.49, 3.89, -2.42], [2.85, 3.06, -3.21], [2.28, 2.51, -1.64], [3.77, 5.06, -2.35], [4.32, 3.82, -1.23], [2.50, 5.50, 1.36]], "homo_lumo_gap_ev": 3.4}


{"formula": "C14H29N5O11P2ReS2", "method": "ωB97M-V/def2-TZVPD", "elements": ["Re", "C", "C", "N", "C", "C", "S", "C", "C", "N", "H", "H", "H", "H", "H", "H", "H", "H", "H", "H", "H", "H", "H", "H", "O", "P", "O", "O", "O", "P", "O", "O", "O", "H", "H", "C", "C", "S", "O", "O", "C", "C", "N", "C", "N", "C", "C", "N", "O", "O", "C", "H", "H", "H", "H", "H", "H", "H", "H", "H", "H", "H", "H", "H"], "positions_angstrom": [[-0.09, 0.35, 0.46], [-0.34, 1.30, -2.44], [0.34, 2.39, -1.65], [-0.18, 2.41, -0.25], [-1.51, 3.07, -0.05], [-2.73, 2.20, -0.35], [-2.54, 0.45, 0.18], [-2.70, -0.49, -1.38], [-1.37, -0.92, -2.03], [-0.24, 0.01, -1.69], [0.11, 1.19, -3.43], [-1.40, 1.52, -2.58], [0.20, 3.36, -2.13], [1.41, 2.20, -1.59], [0.47, 2.98, 0.28], [-1.56, 3.97, -0.66], [-1.53, 3.38, 1.00], [-2.99, 2.18, -1.41], [-3.58, 2.59, 0.19], [-3.32, 0.11, -2.04], [-3.28, -1.38, -1.12], [-1.48, -0.94, -3.11], [-1.09, -1.91, -1.69], [0.62, -0.48, -1.95], [1.39, -0.96, 2.93], [2.51, -0.81, 1.81], [3.84, -0.45, 2.25], [1.82, 0.22, 0.80], [2.40, -2.22, 1.03], [1.15, -2.64, 0.08], [1.61, -2.05, -1.35], [0.81, -4.04, 0.07], [0.00, -1.62, 0.47], [1.61, -1.56, 3.66], [2.14, -2.69, -1.86], [-2.53, 7.21, 2.84], [-2.12, 6.49, 4.12], [-1.12, 5.10, 3.75], [0.12, 5.52, 3.13], [-1.90, 4.10, 3.03], [-0.73, 4.37, 5.33], [0.38, 3.34, 5.21], [-0.01, 2.23, 4.32], [0.46, 2.07, 3.08], [-0.30, 1.18, 2.41], [-1.26, 0.72, 3.29], [-1.08, 1.36, 4.46], [-1.82, 1.13, 5.68], [-2.71, 0.33, 5.61], [-1.46, 1.74, 6.67], [1.65, 2.80, 2.56], [-3.08, 8.12, 3.11], [-3.18, 6.59, 2.23], [-1.66, 7.50, 2.26], [-2.98, 6.11, 4.68], [-1.53, 7.13, 4.78], [-1.66, 3.95, 5.71], [-0.41, 5.16, 6.01], [0.63, 2.94, 6.19], [1.27, 3.79, 4.77], [-1.97, -0.05, 3.06], [2.46, 2.76, 3.29], [1.42, 3.85, 2.39], [2.03, 2.32, 1.67]], "charge": 2, "relative_energy_kj_mol": 21.97, "spin_multiplicity": 4, "s2": 3.7650, "homo_lumo_gap_ev": [9.7, 8.1]}